1.
C3H3N5 | ωB97M-V/def2-TZVPD

ORCA input file:
```
! wB97M-V def2-TZVPD RIJCOSX def2/J DEFGRID3
* xyz 0 1
H -0.13 2.60 1.06
N -0.15 2.27 0.05
C -0.45 1.03 0.07
C -0.80 0.20 -1.10
N -0.02 -0.81 -1.45
N 1.12 -1.01 -0.73
N 1.08 -1.23 0.52
C -0.02 -0.86 1.28
N -0.68 0.23 1.21
H -1.55 0.46 -1.83
H -0.13 -1.42 2.16
*
```

The value obtained for the orbital gap is 9.11 eV. Its largest force on an atom is 0.06627 Eh/bohr. The relative energy (zero: lowest compared OMol25 entry of this formula, charge and spin) comes out at 64.42 kcal/mol. Its total energy is -10606.0737 eV. As for the HOMO energy: -10.07 eV.

2.
C3H7NO2 | ωB97M-V/def2-TZVPD

ORCA input file:
```
! wB97M-V def2-TZVPD RIJCOSX def2/J DEFGRID3
* xyz 0 1
C -1.43 0.89 -0.20
N -0.08 1.25 -0.16
C 0.74 0.29 0.51
C 0.76 -1.05 -0.16
O 0.75 -1.28 -1.35
O 1.00 -2.05 0.73
H -1.94 0.98 0.73
H -1.74 -0.08 -0.63
H -1.95 1.61 -0.82
H 0.38 1.51 -1.01
H 0.52 0.23 1.65
H 1.86 0.64 0.46
H 1.14 -2.93 0.26
*
```

The value obtained for the orbital gap is 9.93 eV. Its largest force on an atom is 0.05201 Eh/bohr. The relative energy (zero: lowest compared OMol25 entry of this formula, charge and spin) comes out at 28.33 kcal/mol. Its total energy is -8809.3003 eV. As for the HOMO energy: -9.19 eV.

3.
C6H9N | ωB97M-V/def2-TZVPD

ORCA input file:
```
! wB97M-V def2-TZVPD RIJCOSX def2/J DEFGRID3
* xyz 0 1
C -2.05 -0.81 -0.32
C -0.75 -0.15 -0.70
C 0.13 0.18 0.51
C 0.58 -0.92 1.30
N -0.54 0.13 -1.91
H 0.35 0.61 -2.06
H -0.40 0.97 1.07
H -1.87 -1.83 0.03
H -2.55 -0.26 0.48
H -2.71 -0.86 -1.19
H 1.60 -1.23 1.51
H -0.04 -1.44 2.03
C 1.60 0.83 -0.04
C 1.88 2.04 -0.26
H 2.56 2.85 -0.34
H 2.20 -0.12 -0.10
*
```

The value obtained for the orbital gap (spin up / spin down) is 8.16 / 8.15 eV. Its largest force on an atom is 0.09127 Eh/bohr. The relative energy (zero: lowest compared OMol25 entry of this formula, charge and spin) comes out at 138.93 kcal/mol. Its total energy is -7852.1348 eV. As for the HOMO energy (spin up / spin down): -8.40 / -8.29 eV.

4.
C20H9BeBrCl5N2O3 | ωB97M-V/def2-TZVPD

ORCA input file:
```
! wB97M-V def2-TZVPD RIJCOSX def2/J DEFGRID3
* xyz -1 1
Be 0.34 -0.69 0.13
Cl 4.90 3.13 -3.06
C 3.48 2.46 -2.39
C 3.56 1.15 -1.84
Cl 5.01 0.27 -1.95
C 2.48 0.58 -1.21
Cl 2.51 -1.02 -0.46
C 1.21 1.21 -1.16
O 0.16 0.61 -0.68
C 1.14 2.57 -1.64
Cl -0.34 3.44 -1.38
C 2.25 3.18 -2.28
Cl 2.13 4.69 -3.00
C 0.51 -0.47 1.91
C 0.33 0.91 2.26
C -0.98 1.44 2.65
C -1.12 2.78 2.96
C -0.02 3.60 3.04
C 1.29 3.15 2.74
C 1.45 1.85 2.32
C -0.21 5.02 3.14
N -0.34 6.16 3.04
H -0.27 -1.20 2.21
H 1.53 -0.86 2.09
H -1.83 0.79 2.63
H -2.10 3.20 3.17
H 2.09 3.87 2.74
H 2.45 1.50 2.07
Br -3.28 -7.19 -2.74
C -3.10 -5.48 -2.03
C -4.24 -4.67 -1.96
N -4.19 -3.48 -1.41
C -3.06 -2.95 -0.98
C -1.86 -3.67 -1.03
C -1.90 -4.96 -1.59
C -0.54 -3.06 -0.64
O 0.56 -3.64 -0.70
O -0.68 -1.80 -0.15
H -5.20 -5.00 -2.35
H -3.11 -1.89 -0.76
H -1.00 -5.54 -1.72
*
```

The value obtained for the orbital gap is 6.87 eV. Its largest force on an atom is 0.06912 Eh/bohr. The relative energy (zero: lowest compared OMol25 entry of this formula, charge and spin) comes out at 0.00 kcal/mol. Its total energy is -163070.4517 eV. As for the HOMO energy: -4.69 eV.

5.
C3H5N5 | ωB97M-V/def2-TZVPD

ORCA input file:
```
! wB97M-V def2-TZVPD RIJCOSX def2/J DEFGRID3
* xyz 0 1
H -2.98 -1.20 1.24
N -2.11 -0.32 1.04
C -2.16 -0.12 -0.17
N -1.11 0.65 -0.64
N 0.11 0.28 -0.23
C 1.06 1.06 0.35
C 2.23 0.18 0.45
N 1.91 -0.97 -0.16
N 0.65 -0.93 -0.52
H -2.82 -0.25 -1.10
H -1.12 1.00 -1.63
H 0.93 2.34 0.34
H 3.15 0.39 0.99
*
```

The value obtained for the orbital gap is 9.87 eV. Its largest force on an atom is 0.15185 Eh/bohr. The relative energy (zero: lowest compared OMol25 entry of this formula, charge and spin) comes out at 116.05 kcal/mol. Its total energy is -10637.8418 eV. As for the HOMO energy: -9.34 eV.

6.
C4H9ClOS | ωB97M-V/def2-TZVPD

ORCA input file:
```
! wB97M-V def2-TZVPD RIJCOSX def2/J DEFGRID3
* xyz 0 1
C -0.85 0.86 0.19
C -0.59 0.00 1.42
C 0.08 -1.32 1.09
Cl 0.44 0.92 2.59
H -1.50 0.32 -0.50
H 0.09 1.08 -0.32
H -1.33 1.80 0.46
H -1.53 -0.18 1.96
H -0.55 -1.90 0.41
H 0.26 -1.91 1.99
H 1.04 -1.15 0.59
O 0.33 -1.76 -1.47
C 0.67 -0.51 -1.76
S -0.32 0.54 -2.50
H 1.06 -2.21 -1.03
H 1.68 -0.24 -1.46
*
```

The value obtained for the orbital gap is 9.22 eV. Its largest force on an atom is 0.03505 Eh/bohr. The relative energy (zero: lowest compared OMol25 entry of this formula, charge and spin) comes out at 25.98 kcal/mol. Its total energy is -29697.6073 eV. As for the HOMO energy: -9.17 eV.

7.
C3H6N4O | ωB97M-V/def2-TZVPD

ORCA input file:
```
! wB97M-V def2-TZVPD RIJCOSX def2/J DEFGRID3
* xyz 0 1
H -3.57 0.59 -0.18
N -3.16 -0.27 0.09
C -1.90 -0.13 0.02
N -0.95 -1.12 0.22
C 0.24 -0.58 0.02
C 1.51 -1.33 -0.14
N 0.17 0.78 -0.30
N 0.96 1.67 0.28
O -1.30 1.10 -0.29
H 2.21 -0.72 -0.70
H 1.32 -2.18 -0.82
H 1.79 -1.71 0.91
H 1.44 2.33 -0.36
H 1.22 1.56 1.24
*
```

The value obtained for the orbital gap is 9.17 eV. Its largest force on an atom is 0.06779 Eh/bohr. The relative energy (zero: lowest compared OMol25 entry of this formula, charge and spin) comes out at 78.60 kcal/mol. Its total energy is -11213.3684 eV. As for the HOMO energy: -8.82 eV.

8.
C29H34BaN7O4PSi2 | ωB97M-V/def2-TZVPD

ORCA input file:
```
! wB97M-V def2-TZVPD RIJCOSX def2/J DEFGRID3
* xyz -2 1
Ba -0.14 0.73 -1.71
C -0.19 0.35 4.72
N -0.66 0.58 3.37
C -1.92 0.33 2.91
C -1.89 0.49 1.56
N -0.62 0.85 1.18
C 0.09 0.92 2.28
P 1.87 1.29 2.28
C 1.80 2.81 1.28
N 1.47 2.97 0.02
C 1.47 4.32 -0.20
C 1.82 4.98 0.93
N 2.03 4.02 1.89
C 2.38 4.27 3.26
C 2.49 0.04 1.14
N 2.34 -0.03 -0.17
C 2.92 -1.19 -0.56
C 3.44 -1.84 0.52
N 3.17 -1.05 1.61
C 3.43 -1.41 2.98
H -1.06 0.23 5.36
H 0.40 -0.57 4.76
H 0.41 1.19 5.07
H -2.71 0.01 3.57
H -2.66 0.33 0.82
H 1.19 4.74 -1.15
H 1.91 6.03 1.15
H 2.58 5.33 3.37
H 1.58 3.99 3.94
H 3.28 3.71 3.54
H 2.90 -1.53 -1.59
H 3.93 -2.79 0.62
H 4.20 -2.18 3.00
H 3.78 -0.54 3.54
H 2.53 -1.81 3.46
O 3.25 -1.08 -4.23
C 2.27 -0.44 -3.82
O 1.21 -0.85 -3.29
C 2.36 1.10 -3.93
C 3.54 1.73 -4.32
C 3.56 3.11 -4.39
C 2.43 3.83 -4.06
C 1.29 3.14 -3.66
N 1.27 1.81 -3.62
C 0.03 3.91 -3.17
O -0.01 5.11 -3.46
O -0.77 3.23 -2.47
H 4.39 1.11 -4.56
H 4.47 3.63 -4.69
H 2.38 4.91 -4.10
C -0.16 -2.65 2.02
Si -0.58 -2.34 0.11
C 0.29 -3.97 -0.54
C -2.42 -3.04 0.06
C -2.73 -4.21 0.76
C -3.99 -4.78 0.76
C -5.01 -4.18 0.03
C -4.72 -3.02 -0.67
C -3.46 -2.41 -0.67
Si -3.27 -0.72 -1.62
C -4.88 0.17 -0.95
C -3.96 -1.24 -3.36
H -0.11 -3.72 2.30
H -0.89 -2.17 2.68
H 0.82 -2.21 2.23
H -0.14 -4.87 -0.09
H 1.36 -3.94 -0.27
H 0.25 -4.06 -1.62
H -1.94 -4.70 1.32
H -4.18 -5.69 1.33
H -6.00 -4.61 0.01
H -5.53 -2.55 -1.23
H -5.80 -0.31 -1.28
H -4.91 1.21 -1.28
H -4.90 0.17 0.15
H -4.94 -1.73 -3.28
H -3.28 -1.91 -3.89
H -4.09 -0.35 -3.98
*
```

The value obtained for the orbital gap is 3.52 eV. Its largest force on an atom is 0.02958 Eh/bohr. The relative energy (zero: lowest compared OMol25 entry of this formula, charge and spin) comes out at 35.90 kcal/mol. Its total energy is -74987.1955 eV. As for the HOMO energy: 0.11 eV.

9.
Cl3H5Si3 | ωB97M-V/def2-TZVPD

ORCA input file:
```
! wB97M-V def2-TZVPD RIJCOSX def2/J DEFGRID3
* xyz 0 1
Si 1.92 0.54 0.46
Si 0.24 -0.70 -0.60
Si -1.93 0.02 -0.11
Cl -3.29 -1.26 -0.64
Cl -2.31 1.78 -1.34
Cl -2.24 0.38 1.81
H 2.57 1.71 -0.18
H 2.65 -0.62 0.88
H 1.48 1.13 1.71
H 0.76 -0.94 -1.99
H 0.16 -2.03 -0.01
*
```

The value obtained for the orbital gap is 10.54 eV. Its largest force on an atom is 0.06705 Eh/bohr. The relative energy (zero: lowest compared OMol25 entry of this formula, charge and spin) comes out at 11.37 kcal/mol. Its total energy is -61284.1216 eV. As for the HOMO energy: -10.07 eV.

10.
C4H6N2O | ωB97M-V/def2-TZVPD

ORCA input file:
```
! wB97M-V def2-TZVPD RIJCOSX def2/J DEFGRID3
* xyz 0 1
H -0.85 2.81 0.09
N -0.11 2.17 -0.06
C -0.53 0.99 -0.16
O -1.80 0.61 -0.01
N -1.90 -0.78 -0.16
C -0.59 -1.18 -0.07
C 0.30 -0.21 -0.09
C 1.85 -0.31 -0.02
H -2.54 -1.02 0.57
H -0.44 -2.30 -0.19
H 2.37 0.07 -0.97
H 2.10 0.47 0.71
H 2.15 -1.31 0.35
*
```

The value obtained for the orbital gap is 9.35 eV. Its largest force on an atom is 0.07211 Eh/bohr. The relative energy (zero: lowest compared OMol25 entry of this formula, charge and spin) comes out at 68.88 kcal/mol. Its total energy is -9270.5150 eV. As for the HOMO energy: -8.52 eV.

11.
C2H7N3 | ωB97M-V/def2-TZVPD

ORCA input file:
```
! wB97M-V def2-TZVPD RIJCOSX def2/J DEFGRID3
* xyz 0 1
C 1.40 -0.37 0.21
N 0.82 0.90 -0.26
C -0.44 1.30 -0.18
N -1.22 0.32 0.45
N -1.14 -1.00 -0.31
H 1.30 -1.09 -0.55
H 0.85 -0.57 1.25
H 2.55 -0.16 0.21
H -0.78 2.29 -0.34
H -2.25 0.60 0.70
H -0.87 -0.66 -1.27
H -0.21 -1.56 0.09
*
```

The value obtained for the orbital gap is 9.83 eV. Its largest force on an atom is 0.13961 Eh/bohr. The relative energy (zero: lowest compared OMol25 entry of this formula, charge and spin) comes out at 86.51 kcal/mol. Its total energy is -6654.2044 eV. As for the HOMO energy: -8.87 eV.

12.
C5H11O3 | ωB97M-V/def2-TZVPD

ORCA input file:
```
! wB97M-V def2-TZVPD RIJCOSX def2/J DEFGRID3
* xyz -1 1
C 1.27 2.66 -2.40
C 0.89 1.74 -1.25
O 1.79 1.23 -0.58
O -0.24 1.92 -0.86
H 0.46 2.90 -3.10
H 1.94 2.14 -3.08
H 1.73 3.46 -1.73
C -0.64 -0.92 1.36
C -1.78 -2.07 1.70
C 0.51 -1.45 0.60
O -1.46 -0.10 0.47
H -0.23 -0.44 2.26
H -2.61 -2.03 0.95
H 0.24 -1.55 -0.50
H 1.49 -0.83 0.50
H 0.96 -2.27 1.04
H -0.96 0.68 0.10
H -1.97 -1.99 2.83
H -1.40 -3.09 1.68
*
```

The value obtained for the orbital gap is 8.31 eV. Its largest force on an atom is 0.08770 Eh/bohr. The relative energy (zero: lowest compared OMol25 entry of this formula, charge and spin) comes out at 44.89 kcal/mol. Its total energy is -11506.1209 eV. As for the HOMO energy: -4.35 eV.

13.
C19H33Cl2N2NiO4 | ωB97M-V/def2-TZVPD

ORCA input file:
```
! wB97M-V def2-TZVPD RIJCOSX def2/J DEFGRID3
* xyz -1 3
O 0.04 -2.21 -1.36
C 1.28 -2.00 -1.43
C 2.33 -2.52 -0.56
C 2.63 -2.15 0.77
H 2.16 -1.30 1.25
C 3.63 -2.87 1.45
H 3.92 -2.60 2.47
C 4.28 -3.93 0.81
H 5.04 -4.54 1.37
C 4.03 -4.22 -0.56
H 4.60 -4.97 -1.10
C 3.07 -3.49 -1.22
H 2.86 -3.65 -2.30
H 1.61 -1.14 -2.10
C 0.66 1.15 -1.68
C 1.72 0.96 -0.70
H 1.01 1.18 -2.74
H 0.23 2.14 -1.41
H -0.18 0.44 -1.67
C 3.07 0.84 -0.65
C 3.92 1.77 -1.51
H 3.58 0.05 -0.10
H 4.65 1.25 -2.12
H 4.40 2.52 -0.89
H 3.25 2.27 -2.20
Ni 1.67 2.05 0.68
Cl 1.20 0.84 2.31
Cl 1.62 4.05 -0.06
H -0.55 -3.83 2.66
H -2.16 -2.00 3.89
C -0.09 -2.95 2.18
C -1.49 -1.28 3.38
N -1.01 -1.82 2.12
H 0.24 -3.23 1.17
C -1.72 -1.58 0.99
O -2.73 -0.89 0.88
H -2.02 -0.35 3.19
H -1.26 -2.07 0.11
H 0.78 -2.67 2.78
H -0.62 -1.12 4.02
H -4.79 2.11 -3.41
H -4.98 -0.59 -2.24
C -3.76 1.73 -3.47
C -3.90 -0.51 -2.38
N -3.46 0.87 -2.34
H -3.07 2.56 -3.48
C -2.93 1.41 -1.20
O -2.36 2.51 -1.16
H -3.40 -1.07 -1.58
H -3.05 0.76 -0.31
H -3.67 1.13 -4.37
H -3.64 -0.93 -3.36
C -2.54 4.54 1.90
C -1.50 3.47 1.67
O -1.41 2.60 2.79
H -3.41 4.15 2.42
H -2.82 4.93 0.93
H -2.09 5.35 2.49
H -1.77 2.89 0.77
H -0.51 3.92 1.46
H -0.58 2.06 2.69
*
```

The value obtained for the orbital gap (spin up / spin down) is 6.35 / 7.60 eV. Its largest force on an atom is 0.09681 Eh/bohr. The relative energy (zero: lowest compared OMol25 entry of this formula, charge and spin) comes out at 87.56 kcal/mol. Its total energy is -97496.6298 eV. As for the HOMO energy (spin up / spin down): -3.82 / -5.07 eV.

14.
C52H92BI2NO25S6 | ωB97M-V/def2-TZVPD

ORCA input file:
```
! wB97M-V def2-TZVPD RIJCOSX def2/J DEFGRID3
* xyz 0 1
C 0.47 -6.01 3.50
C 0.19 -4.56 3.00
C 0.27 -3.55 4.17
C 0.08 -2.09 3.72
C 1.20 -1.56 2.80
C 2.61 -2.12 3.13
C 3.72 -1.24 2.49
C 4.41 -1.95 1.28
C 3.57 -1.95 0.03
C 2.54 -2.86 -0.11
C 1.78 -2.90 -1.25
C 1.98 -2.03 -2.30
C 2.99 -1.11 -2.15
C 3.77 -1.05 -1.02
N 4.86 -0.10 -0.87
C 6.10 -0.87 -1.19
C 4.72 1.03 -1.73
C 5.81 1.42 -2.74
O 3.73 1.74 -1.63
C 1.18 -2.09 -3.58
O 1.69 -1.63 -4.58
C -0.16 -2.77 -3.50
C -0.36 -3.67 -2.45
C -1.53 -4.35 -2.32
C -2.59 -4.19 -3.20
C -3.85 -5.01 -3.07
I -4.27 -5.53 -0.99
C -3.85 -6.29 -3.99
C -4.72 -7.45 -3.47
I -1.88 -7.10 -4.33
C -2.40 -3.27 -4.23
B -3.61 -3.09 -5.26
O -3.83 -4.06 -6.20
O -4.47 -1.98 -5.29
C -5.57 -2.08 -4.38
C -5.20 -1.79 -2.90
C -1.21 -2.57 -4.37
C -1.11 -1.58 -5.51
C -1.93 -0.30 -5.21
O -1.06 0.57 -4.45
C -1.73 1.52 -3.74
C -0.97 1.99 -2.50
O -2.80 1.97 -4.07
C 0.70 -3.93 -1.40
O 0.64 -4.93 -0.71
H 1.05 -6.01 4.43
H -0.50 -6.44 3.76
H 0.92 -6.62 2.71
H -0.86 -4.54 2.67
H 0.83 -4.28 2.16
H -0.57 -3.81 4.84
H 1.17 -3.71 4.77
H -0.87 -2.08 3.16
H -0.07 -1.47 4.60
H 1.28 -0.48 2.98
H 0.99 -1.67 1.73
H 2.75 -3.14 2.75
H 2.75 -2.09 4.21
H 3.38 -0.26 2.13
H 4.54 -1.09 3.21
H 4.71 -2.97 1.55
H 5.35 -1.41 1.14
H 2.36 -3.55 0.70
H 3.17 -0.42 -2.97
H 6.13 -1.17 -2.25
H 6.99 -0.26 -0.98
H 6.17 -1.79 -0.62
H 5.47 2.24 -3.37
H 6.07 0.58 -3.40
H 6.72 1.65 -2.17
H -1.59 -5.06 -1.50
H -4.75 -4.45 -3.37
H -4.24 -6.01 -4.97
H -5.72 -7.13 -3.17
H -4.23 -8.04 -2.69
H -4.86 -8.14 -4.31
H -4.69 -3.87 -6.60
H -6.28 -1.31 -4.69
H -6.09 -3.05 -4.44
H -5.55 -2.59 -2.24
H -5.71 -0.89 -2.55
H -4.12 -1.68 -2.74
H -0.10 -1.23 -5.73
H -1.51 -1.97 -6.46
H -2.80 -0.51 -4.59
H -2.23 0.21 -6.13
H 0.04 2.25 -2.82
H -0.86 1.19 -1.77
H -1.50 2.85 -2.09
C -3.74 -2.45 -9.70
C -4.52 -1.17 -9.51
O -5.31 -0.83 -10.67
S -6.63 -1.68 -10.95
C -7.30 -0.66 -12.22
O -7.47 -1.63 -9.80
O -6.25 -2.94 -11.53
H -4.41 -3.31 -9.79
H -3.09 -2.63 -8.84
H -3.14 -2.41 -10.61
H -5.16 -1.21 -8.62
H -3.83 -0.34 -9.36
H -7.55 0.31 -11.79
H -8.19 -1.16 -12.60
H -6.56 -0.55 -13.01
C 9.81 0.94 4.56
C 9.02 2.22 4.68
O 8.21 2.48 3.51
S 6.91 1.60 3.27
C 6.22 2.54 1.95
O 6.05 1.71 4.41
O 7.29 0.32 2.75
H 9.16 0.07 4.51
H 10.48 0.81 5.41
H 10.41 0.94 3.64
H 8.39 2.21 5.57
H 9.70 3.06 4.77
H 5.94 3.53 2.32
H 5.33 2.01 1.60
H 6.95 2.62 1.15
C -1.39 7.16 1.37
C -2.57 6.21 1.27
O -3.37 6.45 0.09
S -2.79 6.01 -1.32
C -4.26 6.25 -2.26
O -2.48 4.61 -1.28
O -1.82 6.97 -1.75
H -0.68 7.00 0.56
H -0.86 7.01 2.31
H -1.73 8.19 1.31
H -2.24 5.17 1.29
H -3.23 6.36 2.13
H -5.02 5.54 -1.92
H -4.01 6.07 -3.30
H -4.60 7.28 -2.13
C 10.43 9.10 4.01
C 8.95 9.13 3.68
O 8.45 7.83 3.30
S 8.26 6.74 4.45
C 7.37 5.56 3.49
O 7.40 7.27 5.46
O 9.54 6.18 4.78
H 10.63 8.50 4.89
H 10.80 10.11 4.19
H 11.00 8.66 3.19
H 8.37 9.53 4.51
H 8.78 9.77 2.82
H 6.41 5.98 3.21
H 7.23 4.68 4.11
H 7.96 5.30 2.62
C -1.08 -10.01 8.79
C -2.16 -9.15 8.16
O -1.96 -7.74 8.40
S -0.79 -7.01 7.60
C -1.22 -5.36 8.03
O -1.00 -7.19 6.19
O 0.47 -7.32 8.20
H -0.11 -9.82 8.33
H -1.31 -11.06 8.67
H -0.98 -9.78 9.85
H -2.24 -9.34 7.08
H -3.12 -9.40 8.60
H -2.19 -5.12 7.60
H -0.45 -4.70 7.63
H -1.24 -5.27 9.12
C -8.68 8.04 5.03
C -8.72 7.04 3.89
O -7.90 7.44 2.78
S -6.32 7.33 2.93
C -5.91 7.62 1.24
O -5.98 5.98 3.27
O -5.85 8.43 3.71
H -7.68 8.10 5.47
H -9.38 7.76 5.82
H -8.93 9.04 4.67
H -8.43 6.04 4.23
H -9.74 6.96 3.51
H -6.29 6.80 0.63
H -4.83 7.67 1.18
H -6.34 8.57 0.93
*
```

The value obtained for the orbital gap is 8.29 eV. Its largest force on an atom is 0.04666 Eh/bohr. Its total energy is -189983.5333 eV. As for the HOMO energy: -8.97 eV.